Entry 1:
C37H56As2IrN2O8SSeSi2 | ωB97M-V/def2-TZVPD

The geometry in XYZ format:
```
110
Properties=species:S:1:pos:R:3:lowdin_charge:R:1
Ir -0.29676 -0.63822 1.10555 0.8862
O -1.21204 3.63113 -1.09110 -0.2927
As -0.80862 2.74652 0.45073 0.9138
O -1.95363 3.31827 1.47213 -0.4458
O -0.80069 1.15229 -0.13162 -0.6170
C 1.00075 3.49367 0.54002 -0.2075
C 1.28307 4.70005 -0.09416 -0.0801
C 2.55188 5.25933 0.01618 -0.0877
C 3.55003 4.62220 0.74288 -0.0864
C 3.28760 3.41546 1.37670 -0.0571
C 2.01860 2.86638 1.27477 -0.2625
S 1.62243 1.34532 2.08619 0.4853
O 2.49309 1.19903 3.21758 -0.2805
O 0.20751 1.52670 2.40947 -0.4067
O 1.78536 0.26509 1.04592 -0.4627
H -2.15390 3.82578 -0.97053 0.0285
H 0.50736 5.18123 -0.67390 0.0986
H 2.76150 6.20533 -0.47067 0.1002
H 4.53170 5.07416 0.82457 0.0989
H 4.03468 2.90072 1.96904 0.1131
C -5.35446 3.59187 5.74239 -0.0561
C -4.56777 2.55538 4.98143 -0.2654
C -3.46711 1.93532 5.54857 -0.0183
C -2.69159 1.01229 4.85308 -0.1604
C -1.48879 0.45923 5.58580 -0.0286
C -3.05448 0.67908 3.52858 -0.0291
C -4.18186 1.29699 2.93974 -0.1773
C -4.64998 1.04735 1.52491 -0.0392
C -4.90746 2.22068 3.68110 -0.0191
C -2.19991 -0.24535 2.72394 -0.6136
O -1.14127 -0.72294 3.20656 -0.1791
O -2.47638 -0.57045 1.52298 -0.1042
H -5.14145 3.53962 6.81087 0.0687
H -6.42816 3.45853 5.59523 0.0728
H -5.09447 4.59551 5.39588 0.0812
H -3.18490 2.18870 6.56635 0.1076
H -1.47474 0.84499 6.60675 0.0713
H -0.56751 0.74822 5.08078 0.0841
H -1.49413 -0.62800 5.61942 0.0667
H -4.78978 -0.01068 1.31801 0.0772
H -3.89966 1.41660 0.82696 0.0713
H -5.58778 1.57847 1.35187 0.0708
H -5.75929 2.70787 3.21437 0.1123
C -2.66999 -3.23598 3.94257 -0.2104
Si -1.42303 -4.12075 2.86878 0.2223
C -0.50624 -5.31429 3.99104 -0.2418
C -2.42384 -5.12565 1.62762 -0.2363
As 0.25358 -2.86643 1.81349 0.6948
Si 0.95016 -4.43470 0.22117 0.1736
C 1.16209 -6.17589 0.89631 -0.2409
C 2.67861 -3.92535 -0.32194 -0.2486
C -0.12719 -4.60496 -1.32959 -0.2774
H -3.29142 -3.95639 4.48737 0.0334
H -3.31955 -2.59698 3.33373 0.0281
H -2.16008 -2.59155 4.66404 0.0141
H -1.15228 -6.13318 4.33240 0.0277
H -0.12963 -4.77774 4.86854 0.0265
H 0.35720 -5.74365 3.47442 -0.0062
H -3.14944 -5.78556 2.12312 0.0236
H -1.77412 -5.73796 0.99336 -0.0066
H -2.97204 -4.43695 0.97322 0.0296
H 1.93931 -6.20371 1.66993 0.0280
H 1.47191 -6.83007 0.07163 0.0292
H 0.24381 -6.58243 1.33300 0.0048
H 3.24161 -3.54008 0.53501 0.0257
H 2.60888 -3.12179 -1.06395 -0.0344
H 3.23492 -4.76347 -0.76238 0.0284
H -0.58886 -5.59598 -1.40849 0.0199
H 0.47217 -4.42203 -2.23128 0.0143
H -0.92407 -3.85728 -1.31546 -0.0227
C -0.96510 -0.85572 -6.69556 -0.1162
C -0.73641 0.25900 -5.67536 -0.2669
C -1.47151 -0.01181 -4.36352 -0.1983
C -1.21338 1.04441 -3.29312 -0.1400
N 0.21104 1.15287 -2.94187 0.0123
C 0.89052 0.28044 -2.17345 -0.5716
Se 0.23947 -1.31005 -1.45293 0.8250
N 2.15204 0.73368 -2.04418 0.0195
C 3.28338 -0.04873 -1.52659 -0.1315
C 3.72402 -1.12981 -2.51210 -0.1959
C 4.21072 -0.59682 -3.85981 -0.2484
C 5.58333 0.07251 -3.79276 -0.1051
C 2.26292 1.97624 -2.66037 -0.1447
C 3.31753 2.87510 -2.75375 -0.0101
C 3.09507 4.03601 -3.46808 -0.0862
C 1.85519 4.29100 -4.07282 -0.0817
C 0.80468 3.40048 -3.96274 -0.0001
C 1.02761 2.24081 -3.23378 -0.1447
H -0.43974 -0.65819 -7.63339 0.0653
H -2.03128 -0.96441 -6.91722 0.0709
H -0.60684 -1.81122 -6.30092 0.0739
H -1.07040 1.21624 -6.09270 0.1073
H 0.33707 0.34870 -5.47646 0.1024
H -1.17187 -0.98629 -3.97723 0.0750
H -2.55047 -0.04843 -4.54428 0.1216
H -1.75437 0.82936 -2.37984 0.1041
H -1.52602 2.02255 -3.64501 0.1157
H 2.98856 -0.48715 -0.58053 0.0869
H 4.09312 0.65273 -1.33236 0.1211
H 2.87245 -1.79098 -2.67616 0.0711
H 4.51238 -1.72158 -2.03539 0.1209
H 3.47888 0.11256 -4.26094 0.0994
H 4.25806 -1.43080 -4.56399 0.1049
H 5.55862 0.98437 -3.18924 0.0504
H 5.92801 0.35189 -4.79094 0.0689
H 6.32302 -0.60444 -3.35497 0.0742
H 4.26890 2.68960 -2.27246 0.1057
H 3.89411 4.76198 -3.55832 0.1022
H 1.71411 5.20648 -4.63482 0.1002
H -0.15689 3.60846 -4.41297 0.1123
```

calculated total energy: -275097.0023 eV
total charge: -1
E_HOMO: -3.98 eV
gap between HOMO and LUMO: 6.08 eV

=====

Entry 2:
C37H56As3F5O4ReSi | ωB97M-V/def2-TZVPD

The geometry in XYZ format:
```
107
Properties=species:S:1:pos:R:3:lowdin_spin:R:1
Re -0.14867 -0.15617 0.78020 2.2785
C 3.03435 1.98931 0.96006 0.0048
As 1.13394 2.04138 0.55696 0.0235
C 1.15628 3.04319 -1.09713 0.0083
C 0.60643 3.37810 1.88355 0.0034
C -0.87579 3.79163 2.03020 0.0001
C -0.85368 5.19158 2.66053 0.0009
C -1.59326 2.86071 3.01313 0.0049
As -1.33828 0.92749 2.81984 0.0130
C -0.44168 0.54789 4.49999 -0.0030
C -3.08674 0.16662 3.15622 0.0045
C -1.54407 3.81172 0.64657 -0.0007
As -3.42207 4.32643 0.17907 0.0001
C -4.44870 2.95857 1.15979 0.0000
C -3.86882 5.84480 1.33003 0.0000
H 3.44097 2.94726 0.63661 -0.0002
H 3.54388 1.19074 0.42805 -0.0001
H 3.19797 1.88697 2.02981 0.0000
H 1.58117 4.01404 -0.84122 0.0002
H 0.15945 3.17136 -1.50313 0.0001
H 1.78689 2.52959 -1.81756 0.0001
H 1.19895 4.24769 1.58509 -0.0006
H 1.01376 3.04910 2.84565 -0.0001
H -0.18675 5.21369 3.52501 0.0000
H -1.84073 5.49612 2.99745 0.0000
H -0.49809 5.92995 1.93997 0.0000
H -2.66469 3.04614 2.98988 0.0001
H -1.24649 3.06526 4.02933 0.0000
H -1.08386 0.89503 5.30880 -0.0010
H 0.50466 1.08426 4.55272 0.0000
H -0.26000 -0.51772 4.61783 -0.0001
H -3.64083 0.84295 3.80506 0.0000
H -2.95978 -0.79025 3.66048 0.0001
H -3.63633 0.02495 2.22850 -0.0002
H -1.49200 2.80683 0.20573 -0.0007
H -0.94825 4.45958 -0.00246 0.0000
H -3.90238 2.01601 1.16107 -0.0001
H -5.38778 2.79344 0.63424 0.0000
H -4.67745 3.26325 2.18108 0.0000
H -3.22263 6.69617 1.12449 0.0000
H -3.84487 5.60240 2.39039 0.0000
H -4.88847 6.12587 1.06644 0.0000
C -2.55876 -2.43416 0.86362 0.0044
O -1.32931 -1.92928 1.44527 0.0271
C -0.65386 -2.85745 2.31757 0.0020
C 0.82985 -2.64012 2.17961 0.0039
O 1.02417 -1.20308 2.30859 0.0334
C 2.31735 -0.80025 2.80792 0.0106
H -3.21182 -2.76515 1.67056 0.0000
H -2.33155 -3.25544 0.18812 0.0008
H -3.01759 -1.61083 0.32609 0.0001
H -0.91351 -3.88163 2.04802 0.0003
H -0.99283 -2.66146 3.33765 0.0000
H 1.22045 -2.96450 1.21614 0.0008
H 1.36672 -3.14256 2.98402 0.0000
H 2.58262 -1.44454 3.64422 0.0007
H 2.20749 0.22095 3.16142 0.0013
H 3.07201 -0.85998 2.02810 0.0006
F -3.86222 1.71175 -5.06743 0.0083
C -3.32076 1.37706 -3.91199 0.0239
C -4.12549 1.11541 -2.81129 -0.0044
F -5.44119 1.19411 -2.91501 -0.0035
C -3.54758 0.76856 -1.60502 0.0191
F -4.33105 0.47035 -0.56310 0.0057
C -2.16530 0.68563 -1.45371 0.0097
O -1.68819 0.37465 -0.23102 0.2006
C -1.38587 0.90993 -2.57686 0.0230
F -0.06409 0.73359 -2.49916 0.0079
C -1.94513 1.26236 -3.79209 -0.0029
F -1.15828 1.46837 -4.83809 -0.0027
C -1.19000 -2.55487 -2.65874 0.0001
C 0.05551 -3.39202 -2.35638 0.0044
C 0.44241 -4.11015 -3.65834 0.0009
C -0.30017 -4.43412 -1.28317 0.0006
Si 1.43099 -2.28730 -1.65567 0.0259
O 0.69948 -1.30673 -0.48626 0.2531
C 2.74201 -3.29103 -0.76247 0.0017
C 3.07556 -4.60522 -1.10146 0.0001
C 4.14216 -5.25666 -0.49747 0.0001
C 4.91010 -4.60811 0.45880 -0.0001
C 4.61968 -3.29258 0.79266 0.0000
C 3.55293 -2.65370 0.17966 0.0000
C 2.39903 -1.19178 -2.81838 0.0060
C 2.95836 -0.03030 -2.28350 -0.0008
C 3.83186 0.76511 -3.00611 -0.0001
C 4.16387 0.41013 -4.30730 -0.0001
C 3.62868 -0.74331 -4.85819 0.0004
C 2.76357 -1.54052 -4.11878 0.0012
H -2.02695 -3.21102 -2.91707 0.0000
H -1.02172 -1.89522 -3.51218 0.0000
H -1.49460 -1.94258 -1.81022 -0.0001
H -0.33539 -4.83513 -3.91585 0.0003
H 1.38149 -4.66059 -3.59058 0.0000
H 0.51809 -3.40940 -4.48950 0.0000
H -1.22934 -4.94451 -1.55408 0.0000
H -0.44439 -3.97622 -0.29788 0.0004
H 0.47095 -5.19364 -1.16776 0.0000
H 2.50773 -5.14433 -1.84844 0.0000
H 4.37639 -6.27488 -0.77871 0.0000
H 5.74067 -5.11902 0.92697 0.0000
H 5.23685 -2.76600 1.51001 0.0000
H 3.37002 -1.60476 0.39740 -0.0001
H 2.70596 0.24437 -1.26556 -0.0009
H 4.26648 1.65354 -2.56169 0.0000
H 4.84310 1.02392 -4.88348 0.0000
H 3.89269 -1.03243 -5.86675 0.0001
H 2.38409 -2.44517 -4.57402 0.0000
```

multiplicity: 4
calculated total energy: -253564.5757 eV
total charge: +2
<S²>: 3.772
E_HOMO (alpha / beta): -13.19 / -13.19 eV
gap between HOMO and LUMO (alpha / beta): 7.80 / 6.14 eV

=====

Entry 3:
C37H56B2BrN8O2PRbS5 | ωB97M-V/def2-TZVPD

The geometry in XYZ format:
```
113
Properties=species:S:1:pos:R:3:lowdin_spin:R:1
Rb 1.70213 0.05761 -2.91711 0.0012
C -0.23634 -4.14651 0.61810 -0.0019
C -0.79382 -2.80020 0.96020 0.0617
C -2.16788 -2.55793 0.82064 0.1770
C -2.66689 -1.25403 1.00208 0.0208
N -1.86549 -0.24567 1.24123 0.1377
N -0.51196 -0.45186 1.38830 0.0509
B 0.19396 0.77327 1.46920 0.1380
N 1.43852 0.97437 2.29078 0.0149
N 1.34663 0.58576 3.54212 0.0080
C 2.40922 0.53363 4.28591 0.0054
C 3.66087 0.93702 3.77461 0.0059
C 3.76726 1.34179 2.48444 0.0039
C 5.05531 1.61946 1.81758 0.0012
C 2.58703 1.37907 1.68655 0.0131
S 2.49295 1.81807 0.07170 0.0191
C 2.13463 -0.00875 5.70688 0.0003
C 3.42866 -0.37884 6.45860 0.0002
C 1.33550 -1.31368 5.51516 0.0016
C 1.28555 0.99651 6.50310 0.0002
N -0.53676 2.03865 1.21926 0.0112
N -0.57911 2.89686 2.26338 0.0079
C -1.30589 3.96737 2.12912 0.0009
C -2.01666 4.27313 0.93443 0.0074
C -1.90862 3.46697 -0.15031 0.0010
C -2.60437 3.75904 -1.43974 0.0001
C -1.10386 2.27191 -0.04060 0.0138
S -0.81012 1.20581 -1.28190 0.0140
C -1.26996 4.96543 3.32072 0.0000
C -2.66905 5.11790 3.96257 0.0000
C -0.33707 4.41222 4.37030 -0.0001
C -0.78356 6.33072 2.82532 0.0001
C 0.03693 -1.74653 1.30432 0.1407
S 1.70592 -1.98170 1.61783 0.1175
C -4.16585 -0.94798 0.96055 -0.0032
C -4.87267 -1.82783 2.04045 0.0023
C -4.73444 -1.27336 -0.41193 0.0009
C -4.41912 0.50404 1.27141 0.0001
H -1.05097 -4.78833 0.25991 0.0004
H 0.31100 -4.55599 1.44128 0.0002
H 0.49578 -4.03809 -0.20707 0.0001
H -2.85559 -3.36661 0.57118 0.0114
H 4.53990 0.89560 4.42477 0.0004
H 5.87086 1.74649 2.53410 0.0000
H 5.01039 2.45132 1.13468 0.0008
H 5.34893 0.72250 1.24877 0.0001
H 4.02444 -1.03898 5.82166 0.0000
H 3.17021 -0.88861 7.40155 0.0000
H 4.04323 0.50405 6.72396 0.0000
H 1.87111 -1.96783 4.83616 0.0024
H 0.36586 -1.12719 5.04755 -0.0001
H 1.20606 -1.82280 6.47614 0.0000
H 1.83794 1.89612 6.76819 0.0000
H 0.95587 0.55711 7.43374 0.0000
H 0.40434 1.27814 5.93218 0.0000
H -2.62414 5.17018 0.84931 0.0005
H -3.32941 4.57006 -1.30066 0.0001
H -3.11408 2.88311 -1.84131 0.0001
H -1.85419 4.10417 -2.21213 -0.0002
H -3.05526 4.16354 4.32553 0.0000
H -3.36611 5.54188 3.24260 0.0001
H -2.62834 5.80686 4.79835 0.0000
H -0.70534 3.43406 4.73448 0.0000
H -0.25994 5.10787 5.19273 0.0000
H 0.67188 4.26224 4.00159 0.0000
H -1.45032 6.74729 2.08814 0.0000
H 0.22857 6.23712 2.40355 0.0000
H -0.70133 7.04241 3.64802 0.0001
H -4.58231 -2.87438 1.89321 0.0021
H -5.94246 -1.75387 1.95620 0.0003
H -4.55896 -1.52349 3.04132 0.0000
H -4.73498 -2.34648 -0.68962 0.0006
H -4.17518 -0.74919 -1.18621 0.0000
H -5.76729 -0.92555 -0.51737 0.0003
H -3.95602 0.79173 2.22091 0.0003
H -5.48710 0.70969 1.37068 0.0001
H -4.02762 1.17444 0.53352 -0.0001
C 3.69370 -7.03354 -3.54005 0.0000
C 3.61129 -6.08240 -4.70047 0.0000
O 4.22842 -4.83320 -4.34115 0.0000
P 3.30726 -3.48538 -4.25167 0.0000
S 4.54958 -1.94315 -4.11504 0.0001
S 1.84939 -3.76147 -2.90408 0.0005
O 2.67417 -3.62346 -5.76251 0.0000
C 1.66986 -2.72799 -6.19220 0.0000
C 2.23977 -1.50188 -6.92484 0.0000
H 3.09489 -7.90315 -3.74816 0.0000
H 3.30257 -6.58602 -2.63491 0.0000
H 4.71932 -7.33901 -3.34517 0.0000
H 2.57222 -5.91110 -4.97373 0.0000
H 4.18145 -6.46673 -5.58275 0.0000
H 1.08788 -2.42013 -5.33567 0.0000
H 0.98181 -3.30142 -6.86181 0.0000
H 2.85202 -0.90514 -6.23373 0.0000
H 1.42017 -0.84466 -7.25848 0.0000
H 2.82457 -1.81339 -7.77779 0.0000
Br -2.05829 1.00228 -5.23703 0.0004
C -2.25647 -0.59733 -4.20311 0.0007
C -3.43459 -1.30713 -4.37608 -0.0001
C -3.51172 -2.48018 -3.61392 0.0008
C -2.46142 -2.89071 -2.83282 0.0014
C -1.30679 -2.10536 -2.80887 0.0012
N -1.22614 -0.94929 -3.44562 0.0000
H -4.24574 -0.97054 -4.98270 0.0000
H -4.42577 -3.07758 -3.60652 0.0000
H -2.53861 -3.79671 -2.26295 0.0006
H -0.43322 -2.40516 -2.23247 0.0002
B 1.70975 3.36403 -7.78835 0.0000
C 1.92473 2.65187 -6.35980 0.0000
N 2.04253 2.13497 -5.33063 0.0000
H 2.10745 4.52600 -7.71330 0.0000
H 0.53012 3.26221 -8.09239 0.0000
H 2.37280 2.79951 -8.64606 0.0000
```

multiplicity: 2
calculated total energy: -190816.5212 eV
total charge: -2
<S²>: 0.772
E_HOMO (alpha / beta): -1.17 / -2.86 eV
gap between HOMO and LUMO (alpha / beta): 4.59 / 6.27 eV

=====

So what do the calculations give for ΔE to the lowest compared entry with this formula, charge and spin? Going down the list: 29.8, 5.3, 0.0 kcal per mole.